No. 1
74
Properties=species:S:1:pos:R:3:forces:R:3 method="wB97M-V/def2-TZVPD" orbital_gap_ev=7.7 e_tot_ha=-3487.9510 charge=0 multiplicity=1
O 1.248 1.064 -1.413 -0.2 -0.1 -1.2
C 1.316 1.274 -2.606 0.5 -0.1 1.1
O 1.587 0.310 -3.549 -1.0 1.0 1.2
C 1.354 -1.031 -3.063 -0.4 -1.8 -0.2
C 2.639 -1.780 -2.490 0.3 0.1 -0.1
C 3.710 -0.865 -1.805 2.1 1.8 -0.3
C 4.518 -0.042 -2.713 -0.8 -0.8 1.4
C 5.583 0.917 -2.258 -2.0 -2.0 0.3
N 6.344 1.712 -3.090 -0.5 -0.7 4.3
S 7.295 2.527 -1.945 -1.3 -1.5 0.6
N 6.782 1.870 -0.491 -1.3 -1.0 -1.4
C 5.782 0.940 -0.750 1.2 1.5 -1.8
C 4.984 0.084 0.199 -1.3 -1.1 -1.6
F 5.298 0.195 1.539 -0.4 -0.1 -1.9
C 3.942 -0.831 -0.268 1.8 1.7 -1.0
C 3.095 -1.759 0.670 0.0 0.5 0.0
C 2.655 -1.108 2.041 -1.0 -0.8 0.4
O 3.607 -1.328 3.116 -0.4 1.1 -0.6
H 1.195 2.349 -2.927 0.3 -1.3 -0.8
H 1.018 -1.632 -3.964 0.5 0.9 0.9
H 0.487 -1.101 -2.336 1.2 0.6 -0.6
H 3.157 -2.292 -3.357 -0.6 0.7 0.9
H 2.264 -2.617 -1.830 0.5 1.0 -0.6
H 4.322 -0.113 -3.821 0.2 0.0 1.4
H 3.630 -2.735 0.886 -0.4 1.2 -0.2
H 2.139 -2.049 0.134 1.1 0.5 0.5
H 1.718 -1.660 2.374 1.0 0.7 -0.6
H 2.345 -0.026 1.953 0.6 -1.1 -0.1
H 3.837 -0.446 3.467 0.0 -0.8 -0.3
O 2.347 -1.496 -6.218 -0.3 0.0 -0.3
S 2.553 -0.840 -7.478 0.7 0.2 -0.4
O 1.466 -0.269 -8.218 0.0 -0.3 0.4
O 3.384 -1.819 -8.446 0.0 0.5 0.4
C 2.880 -3.139 -8.674 -0.5 -0.8 -0.3
C 1.732 -3.138 -9.666 -0.3 0.2 0.0
C 3.807 0.389 -7.281 0.1 -0.1 0.0
H 2.588 -3.609 -7.732 0.0 0.2 0.0
H 3.707 -3.723 -9.083 0.2 0.3 0.1
H 0.855 -2.640 -9.250 0.0 0.0 0.0
H 1.449 -4.159 -9.927 0.1 0.0 0.0
H 2.008 -2.601 -10.576 0.1 -0.1 0.0
H 4.656 -0.052 -6.761 -0.1 0.0 0.0
H 3.386 1.203 -6.691 -0.1 -0.1 0.0
H 4.100 0.754 -8.264 -0.1 -0.1 0.0
O -0.589 0.084 1.572 -0.1 0.0 0.5
S -0.896 1.345 2.184 -0.3 0.7 -0.5
O -0.568 1.630 3.551 0.1 -0.5 -0.2
O -2.452 1.676 1.947 0.7 0.1 -0.2
C -3.424 0.706 2.354 -0.6 -0.5 0.5
C -3.650 0.732 3.854 0.2 0.0 0.1
C -0.231 2.633 1.173 -0.2 0.1 -0.1
H -3.137 -0.293 2.015 0.2 0.1 -0.1
H -4.355 0.963 1.846 0.3 0.2 -0.2
H -2.764 0.389 4.391 -0.1 0.0 0.0
H -4.483 0.083 4.129 0.0 0.1 -0.1
H -3.862 1.746 4.196 -0.1 -0.1 0.0
H -0.515 2.451 0.139 0.1 -0.1 0.1
H 0.853 2.611 1.274 -0.1 -0.1 0.0
H -0.619 3.589 1.522 0.0 -0.1 0.1
O -5.369 0.671 6.778 -0.4 -0.1 -0.2
S -6.443 0.127 7.559 -0.1 0.1 0.8
O -7.455 -0.704 6.975 0.3 0.2 -0.2
O -7.154 1.320 8.370 0.4 -0.5 0.0
C -7.625 2.455 7.636 -0.5 0.6 -0.5
C -8.934 2.161 6.928 0.0 -0.3 -0.2
C -5.764 -0.713 8.957 0.0 0.1 0.1
H -6.864 2.803 6.933 0.1 -0.2 0.1
H -7.782 3.255 8.362 0.2 -0.2 0.2
H -8.793 1.430 6.130 0.0 0.1 0.0
H -9.344 3.070 6.484 0.1 0.0 0.1
H -9.665 1.743 7.623 0.0 0.1 0.0
H -5.028 -0.067 9.433 -0.1 0.0 -0.1
H -5.288 -1.625 8.599 -0.1 0.1 -0.1
H -6.570 -0.959 9.646 0.0 0.0 -0.1

---

No. 2
68
Properties=species:S:1:pos:R:3:forces:R:3 method="wB97M-V/def2-TZVPD" orbital_gap_ev=7.2 e_tot_ha=-1742.7948 charge=-1 multiplicity=1
N 0.742 4.584 -3.184 0.0 0.2 0.3
C 0.853 3.702 -1.976 0.1 0.0 -0.4
B 0.198 2.228 -2.177 0.1 0.2 0.2
C 0.546 1.518 -3.613 -0.5 -0.7 0.3
O 1.790 1.961 -4.244 0.4 0.4 0.2
N 2.845 1.195 -3.840 -0.5 -0.1 0.5
O 3.825 1.834 -3.665 0.1 0.1 -0.5
C -1.429 2.241 -1.882 1.0 -0.5 0.4
O -2.059 3.576 -1.975 -0.5 -0.1 -0.7
C -2.898 3.759 -2.975 0.3 0.5 0.3
F -3.057 5.086 -3.201 0.0 -0.3 0.1
F -4.159 3.286 -2.708 0.2 -0.1 -0.2
F -2.527 3.201 -4.147 -0.2 0.0 0.2
H 0.763 5.546 -2.866 -0.1 0.1 -0.1
H 1.588 4.489 -3.730 0.0 -0.3 -0.2
H 0.376 4.237 -1.153 -0.2 0.0 0.1
H 1.901 3.604 -1.670 0.2 0.0 0.0
H 0.692 1.503 -1.301 -0.1 -0.1 0.1
H -0.260 1.597 -4.341 0.2 0.4 -0.4
H 0.651 0.446 -3.422 0.1 -0.2 -0.1
H -1.533 1.962 -0.836 -0.3 0.2 0.2
H -1.985 1.493 -2.450 -0.3 0.2 -0.2
C 1.857 -1.246 5.274 0.0 0.1 0.0
O 1.729 0.002 4.639 -0.2 -0.1 0.0
C 2.035 -0.061 3.251 0.2 0.3 0.2
C 1.311 1.020 2.482 0.0 0.0 -0.2
O -0.064 0.733 2.259 0.1 -0.1 0.1
C -0.940 0.850 3.366 -0.1 -0.1 -0.1
C -1.231 2.277 3.773 0.0 0.0 0.2
O -0.156 2.830 4.517 0.1 0.0 -0.2
C -0.087 4.232 4.400 0.0 -0.1 0.1
H 2.894 -1.605 5.239 0.0 -0.1 0.0
H 1.561 -1.120 6.314 0.0 0.0 0.0
H 1.200 -1.993 4.812 0.1 -0.1 0.0
H 1.757 -1.037 2.843 0.0 0.0 0.0
H 3.119 0.076 3.139 0.0 -0.1 -0.2
H 1.754 1.077 1.485 -0.1 0.0 0.0
H 1.442 1.997 2.947 0.0 -0.1 0.2
H -0.596 0.256 4.216 0.1 0.1 0.1
H -1.881 0.413 3.023 0.0 0.0 0.0
H -2.131 2.295 4.404 -0.1 0.0 -0.1
H -1.418 2.871 2.871 0.0 0.0 0.0
H 0.022 4.533 3.352 -0.1 0.0 0.0
H 0.792 4.565 4.949 0.0 0.0 0.0
H -0.976 4.711 4.827 0.0 0.1 -0.1
C -2.453 -5.970 -2.338 0.1 0.0 0.1
O -1.251 -5.454 -1.819 -0.1 0.2 0.0
C -0.324 -5.109 -2.836 0.0 -0.2 0.2
C 0.623 -4.021 -2.376 0.1 0.1 -0.1
O 0.067 -2.720 -2.385 -0.1 -0.1 0.1
C -0.875 -2.411 -1.362 0.1 0.2 -0.1
C -0.252 -2.254 0.007 -0.3 -0.2 0.1
O 0.038 -3.534 0.569 0.2 0.0 -0.1
C 1.108 -3.485 1.478 -0.1 -0.1 -0.1
H -2.281 -6.909 -2.878 -0.1 0.0 -0.1
H -3.119 -6.161 -1.498 0.0 0.0 0.0
H -2.934 -5.248 -3.008 0.0 -0.1 -0.1
H -0.851 -4.766 -3.734 0.0 0.0 0.0
H 0.258 -6.008 -3.086 0.0 0.1 -0.2
H 1.440 -3.979 -3.101 0.0 0.0 0.0
H 1.060 -4.264 -1.406 -0.1 -0.1 0.0
H -1.695 -3.132 -1.355 0.1 -0.1 0.2
H -1.298 -1.446 -1.647 0.1 0.0 0.0
H -0.952 -1.737 0.674 0.1 0.2 -0.1
H 0.660 -1.654 -0.079 0.0 0.0 0.0
H 2.011 -3.092 0.995 0.0 0.1 0.1
H 1.309 -4.502 1.813 0.0 0.0 0.0
H 0.857 -2.866 2.346 0.1 0.0 0.0

---

Question: The highest charge belongs to which entry?
Answer: C20H35FN2O12S4